{"formula": "C23H51BNO3S3", "method": "wB97M-V/def2-TZVPD", "lumo_energy_ev": 2.33, "total_charge": -1, "max_force_ha_per_bohr": 0.022, "homo_energy_ev": -4.7, "elements": ["B", "C", "C", "C", "S", "C", "S", "N", "C", "C", "C", "C", "C", "C", "C", "C", "C", "C", "C", "C", "C", "C", "C", "C", "H", "H", "H", "H", "H", "H", "H", "H", "H", "H", "H", "H", "H", "H", "H", "H", "H", "H", "H", "H", "H", "H", "H", "H", "H", "H", "H", "H", "H", "H", "H", "H", "H", "H", "H", "H", "H", "H", "H", "H", "H", "H", "H", "O", "S", "O", "O", "C", "C", "C", "H", "H", "H", "H", "H", "H", "H", "H"], "coordinates": [[0.9331, -1.3585, 0.3106], [2.3381, -2.1072, -0.1513], [2.6267, -2.0339, -1.6645], [2.7255, -0.5646, -2.0755], [2.0466, -0.0453, -3.6953], [0.3419, -0.6162, -3.6032], [-0.0279, -2.1511, -4.0492], [-0.5858, 0.3531, -3.3235], [-1.9745, -0.1095, -3.3587], [-3.0047, 1.0249, -3.2315], [-3.6472, 1.1815, -1.8363], [-5.1859, 1.0104, -1.8034], [-5.9505, 2.1357, -1.0750], [-6.4798, 1.7254, 0.3083], [-7.8905, 1.1141, 0.2579], [-8.1213, 0.0613, 1.3426], [-0.2848, 1.2866, -2.2090], [-0.1815, 2.7600, -2.6325], [0.5557, 3.6121, -1.5791], [2.0299, 3.9338, -1.9149], [3.0985, 3.1805, -1.1017], [2.8172, 3.0758, 0.4072], [4.0715, 3.1425, 1.3049], [4.4562, 1.7876, 1.9161], [0.5473, -1.7534, 1.4059], [1.1060, -0.1217, 0.3920], [0.0601, -1.5177, -0.5537], [2.3351, -3.1587, 0.1669], [3.1971, -1.6439, 0.3607], [1.8411, -2.5457, -2.2249], [3.5721, -2.5370, -1.9165], [3.7672, -0.2345, -2.1668], [2.2609, 0.0357, -1.2953], [-2.1212, -0.6245, -4.3090], [-2.1298, -0.8547, -2.5684], [-3.7944, 0.8172, -3.9604], [-2.5475, 1.9646, -3.5453], [-3.4182, 2.1816, -1.4524], [-3.1884, 0.4718, -1.1438], [-5.5629, 0.9186, -2.8257], [-5.4224, 0.0647, -1.3038], [-5.3135, 3.0189, -0.9794], [-6.8051, 2.4383, -1.6921], [-6.4791, 2.5923, 0.9759], [-5.7950, 0.9911, 0.7494], [-8.6299, 1.9133, 0.3604], [-8.0241, 0.6383, -0.7202], [-9.1118, -0.3903, 1.2639], [-8.0082, 0.4960, 2.3394], [-7.3753, -0.7329, 1.2511], [-1.0609, 1.1732, -1.4485], [0.6337, 0.9849, -1.7283], [-1.1966, 3.1630, -2.7293], [0.3054, 2.8194, -3.6087], [0.4715, 3.1087, -0.6114], [0.0145, 4.5575, -1.4652], [2.1870, 3.6853, -2.9708], [2.2098, 5.0112, -1.8337], [3.2376, 2.1891, -1.5424], [4.0542, 3.7022, -1.2404], [2.1045, 3.8554, 0.6970], [2.3118, 2.1249, 0.6006], [4.9209, 3.5130, 0.7216], [3.8964, 3.8551, 2.1174], [4.9225, 1.1367, 1.1751], [3.5759, 1.2755, 2.3100], [5.1574, 1.9208, 2.7459], [2.1328, -3.7703, 3.3485], [3.1340, -3.7826, 4.3612], [4.4471, -3.2781, 4.0982], [3.2543, -5.2708, 4.9376], [3.4563, -6.3182, 3.9616], [4.8618, -6.3450, 3.3988], [2.5156, -3.0236, 5.8234], [2.7102, -6.2101, 3.1727], [3.2384, -7.2335, 4.5095], [5.0714, -5.4552, 2.8084], [4.9739, -7.2199, 2.7570], [5.5964, -6.3988, 4.2030], [1.5326, -3.4313, 6.0404], [2.4501, -1.9602, 5.6030], [3.2128, -3.2046, 6.6370]], "forces_ev_per_angstrom": [[0.2, 0.2, -0.1], [-0.1, 0.1, 0.0], [0.2, -0.1, 0.2], [0.1, 0.0, 0.0], [-0.1, 0.0, 0.2], [0.0, 0.4, -0.4], [0.0, -0.1, -0.2], [0.0, -0.8, 0.8], [-0.3, 0.3, -0.2], [0.0, -0.2, 0.0], [-0.1, 0.2, 0.0], [0.0, 0.0, 0.1], [-0.2, -0.1, 0.0], [0.0, 0.0, 0.0], [0.3, -0.2, 0.1], [0.2, 0.1, 0.0], [0.1, 0.5, -0.4], [-0.3, -0.1, 0.3], [-0.1, 0.1, -0.2], [0.0, -0.3, -0.1], [0.1, 0.1, -0.1], [0.1, -0.2, -0.1], [-0.1, -0.2, 0.0], [0.0, 0.2, 0.1], [0.0, 0.0, 0.0], [0.0, 0.0, 0.1], [-0.1, -0.1, 0.0], [0.0, 0.0, -0.1], [0.0, -0.1, 0.1], [0.0, 0.1, 0.1], [-0.1, 0.0, -0.1], [-0.1, -0.1, 0.0], [0.0, 0.0, 0.0], [0.1, 0.0, 0.1], [0.0, 0.0, -0.1], [0.0, 0.0, 0.1], [-0.1, -0.1, -0.1], [0.1, -0.1, 0.0], [0.0, 0.1, 0.0], [0.1, 0.0, 0.0], [-0.1, 0.0, -0.1], [0.0, -0.1, -0.1], [0.0, 0.1, 0.1], [0.0, -0.1, 0.0], [0.0, 0.1, 0.0], [0.0, -0.1, -0.2], [-0.1, 0.1, 0.0], [0.0, 0.0, 0.1], [-0.1, 0.0, 0.0], [-0.1, 0.0, 0.0], [0.1, -0.1, 0.0], [0.1, -0.1, 0.1], [0.1, 0.0, -0.2], [0.0, 0.0, 0.1], [0.1, 0.0, 0.0], [0.1, -0.1, 0.0], [0.0, 0.1, 0.1], [-0.1, -0.1, 0.2], [0.0, 0.0, 0.2], [-0.1, 0.0, -0.1], [0.1, 0.1, 0.0], [-0.1, 0.1, 0.0], [0.0, 0.1, 0.1], [0.1, 0.0, -0.1], [-0.1, -0.1, 0.0], [0.0, 0.0, -0.1], [0.0, 0.0, -0.1], [0.1, 0.0, -0.1], [-0.1, 0.0, 0.1], [0.0, 0.0, 0.0], [0.1, 0.1, 0.1], [-0.1, -0.2, -0.2], [0.0, 0.1, 0.0], [0.0, 0.0, 0.0], [0.0, 0.1, 0.0], [0.0, 0.0, 0.0], [0.0, 0.0, 0.0], [0.0, 0.0, 0.0], [0.0, 0.0, 0.0], [0.0, 0.0, 0.0], [0.0, 0.0, 0.0], [0.0, 0.0, 0.0]]}

=====

{"formula": "C47H60BCsN5O5", "method": "wB97M-V/def2-TZVPD", "e_above_lowest_kcal_mol": 11.06, "lumo_energy_ev": 1.74, "total_charge": -1, "max_force_ha_per_bohr": 0.043, "homo_energy_ev": -3.1, "elements": ["Cs", "C", "C", "C", "C", "C", "C", "C", "C", "C", "H", "H", "H", "H", "H", "H", "H", "H", "H", "H", "H", "H", "O", "C", "C", "C", "C", "C", "C", "N", "H", "H", "H", "H", "H", "H", "H", "C", "C", "N", "C", "C", "N", "C", "O", "O", "C", "O", "O", "H", "H", "H", "H", "H", "C", "C", "C", "C", "C", "C", "C", "C", "C", "C", "C", "C", "N", "B", "N", "C", "C", "C", "C", "C", "C", "C", "C", "C", "C", "C", "C", "C", "C", "H", "H", "H", "H", "H", "H", "H", "H", "H", "H", "H", "H", "H", "H", "H", "H", "H", "H", "H", "H", "H", "H", "H", "H", "H", "H", "H", "H", "H", "H", "H", "H", "H", "H", "H", "H"], "coordinates": [[0.3301, 0.1689, -0.8964], [-2.0875, -1.2158, 4.2465], [-1.2667, 0.0347, 4.0985], [-1.8145, 1.2864, 4.3451], [-1.0756, 2.4520, 4.1438], [-1.7216, 3.7977, 4.3351], [0.2404, 2.3455, 3.7132], [0.8265, 1.1042, 3.4732], [2.2467, 1.0042, 2.9847], [0.0579, -0.0345, 3.6748], [-2.8062, -1.3064, 3.4259], [-2.6503, -1.2239, 5.1827], [-1.4497, -2.1005, 4.2229], [-2.8475, 1.3666, 4.6759], [-2.4782, 3.9737, 3.5639], [-0.9902, 4.6047, 4.2684], [-2.2205, 3.8703, 5.3050], [0.8186, 3.2494, 3.5445], [2.9517, 1.4108, 3.7134], [2.3842, 1.5588, 2.0527], [2.5235, -0.0339, 2.7937], [0.5001, -1.0073, 3.4740], [0.6265, -2.9882, 1.9397], [-0.4558, -3.9013, 1.8395], [-1.2263, -3.7681, 0.5518], [-1.4345, -4.8678, -0.2698], [-2.1469, -4.6923, -1.4462], [-2.6184, -3.4356, -1.7609], [-2.3577, -2.3856, -0.8840], [-1.6787, -2.5519, 0.2457], [0.6071, -2.4180, 1.1652], [-1.1366, -3.7338, 2.6788], [-0.0721, -4.9210, 1.9156], [-1.0328, -5.8314, 0.0118], [-2.3257, -5.5282, -2.1123], [-3.1865, -3.2349, -2.6579], [-2.7150, -1.3796, -1.1055], [2.0861, -4.1337, -2.0778], [2.6551, -2.8228, -2.5006], [2.3745, -1.6728, -1.9339], [3.1124, -0.7134, -2.6057], [3.8301, -1.3260, -3.6021], [3.5323, -2.6615, -3.5099], [4.7598, -0.9139, -4.6860], [4.9666, 0.3630, -4.8335], [5.2703, -1.7765, -5.3785], [3.1425, 0.7604, -2.2190], [3.6734, 1.5264, -3.0679], [2.6590, 1.0585, -1.1171], [1.0613, -3.9820, -1.7407], [2.6526, -4.5588, -1.2466], [2.0761, -4.8579, -2.8932], [3.9333, -3.3500, -4.1249], [4.4065, 0.8974, -4.1211], [-2.2332, 5.2455, -0.3222], [-0.7505, 4.9646, -0.5551], [-0.2935, 3.7574, 0.2711], [-0.2870, 4.8429, -2.0023], [0.8788, 5.5277, -2.3401], [1.4443, 5.4305, -3.6004], [0.8451, 4.6207, -4.5462], [-0.3206, 3.9191, -4.2542], [-0.9212, 3.0021, -5.3037], [0.0805, 1.9348, -5.7444], [-1.4615, 3.7859, -6.4981], [-0.8987, 4.0438, -2.9826], [-2.1120, 3.3485, -2.7138], [-2.1936, 1.9298, -2.2739], [-3.6782, 1.7553, -2.4938], [-4.2769, 2.9076, -2.9849], [-3.3301, 3.8575, -3.1424], [-4.4179, 0.5608, -2.2569], [-4.5627, -0.3802, -3.3008], [-5.3276, -1.5257, -3.0771], [-5.9321, -1.7733, -1.8608], [-5.7760, -0.8552, -0.8396], [-5.0326, 0.3131, -1.0066], [-4.9389, 1.2180, 0.2184], [-3.5326, 1.2570, 0.8114], [-5.4953, 2.6283, 0.0281], [-3.9134, -0.2704, -4.6809], [-4.2062, 1.0078, -5.4613], [-2.4102, -0.5598, -4.6342], [-2.3963, 5.4828, 0.7349], [-2.8472, 4.3834, -0.5766], [-2.5865, 6.0924, -0.9174], [-0.2027, 5.8308, -0.1706], [-0.9084, 2.8790, 0.0548], [-0.3803, 3.9777, 1.3394], [0.7510, 3.5064, 0.0596], [1.3572, 6.1389, -1.5806], [2.3583, 5.9649, -3.8345], [1.2945, 4.5126, -5.5283], [-1.7546, 2.4876, -4.8280], [0.9514, 2.3697, -6.2440], [-0.3906, 1.2361, -6.4438], [0.4460, 1.3644, -4.8875], [-0.6565, 4.3114, -7.0235], [-2.1961, 4.5295, -6.1798], [-1.9453, 3.1145, -7.2146], [-5.3350, 2.9828, -3.1973], [-3.4532, 4.8699, -3.5021], [-5.4428, -2.2336, -3.8930], [-6.5199, -2.6722, -1.7110], [-6.2414, -1.0387, 0.1234], [-5.5754, 0.7332, 0.9656], [-2.8274, 1.7171, 0.1172], [-3.1536, 0.2522, 1.0318], [-3.5390, 1.8234, 1.7478], [-4.8409, 3.2467, -0.5836], [-5.5970, 3.1135, 1.0049], [-6.4799, 2.6107, -0.4472], [-4.3735, -1.0802, -5.2575], [-3.7295, 1.8859, -5.0272], [-5.2801, 1.2082, -5.5125], [-3.8362, 0.8917, -6.4848], [-1.8893, 0.1916, -4.0340], [-1.9948, -0.5661, -5.6479], [-2.2054, -1.5358, -4.1838]], "forces_ev_per_angstrom": [[-2.1, -0.3, 0.7], [-0.1, -0.1, 0.0], [0.1, 0.2, 0.0], [0.0, 0.1, 0.0], [0.0, -0.1, 0.0], [0.0, 0.1, 0.0], [0.0, 0.0, 0.0], [-0.1, 0.1, 0.0], [0.0, 0.0, -0.1], [0.2, -0.2, -0.1], [0.0, 0.0, 0.0], [0.0, 0.0, 0.0], [0.0, 0.0, 0.0], [0.0, 0.0, 0.0], [0.0, 0.0, 0.0], [0.0, 0.0, 0.0], [0.0, 0.0, 0.0], [0.0, 0.0, 0.0], [0.0, 0.0, 0.0], [0.0, 0.0, 0.0], [0.0, 0.0, 0.0], [-0.1, 0.0, 0.0], [0.0, -0.2, 0.0], [0.0, 0.1, 0.0], [0.0, -0.2, -0.1], [0.0, 0.1, 0.1], [0.0, -0.2, -0.1], [-0.1, 0.3, 0.0], [-0.1, -0.1, -0.1], [0.2, 0.2, 0.2], [0.0, 0.1, 0.0], [0.0, 0.0, 0.0], [0.1, 0.0, 0.0], [0.0, 0.0, 0.0], [0.0, 0.0, 0.0], [0.0, -0.1, 0.0], [0.1, -0.1, 0.0], [-0.1, 0.0, 0.0], [-0.1, 0.0, 0.0], [0.3, 0.1, 0.0], [0.1, -0.1, 0.0], [0.0, -0.1, -0.2], [0.0, 0.0, 0.0], [0.0, 0.1, 0.0], [0.0, -0.1, 0.0], [0.0, -0.1, 0.0], [0.4, -0.4, -0.2], [0.0, 0.1, 0.2], [1.3, 0.7, -0.2], [0.0, 0.0, 0.0], [0.0, 0.0, 0.0], [0.0, 0.0, 0.0], [0.0, 0.0, 0.0], [0.0, 0.1, 0.0], [-0.1, 0.0, 0.0], [0.1, 0.0, -0.1], [0.1, -0.1, 0.1], [-0.1, 0.0, 0.0], [0.0, 0.0, 0.0], [0.0, 0.0, 0.0], [0.0, -0.1, -0.1], [0.0, 0.0, -0.1], [0.0, 0.0, 0.1], [0.1, -0.1, -0.1], [0.0, 0.1, -0.1], [-0.1, 0.2, 0.1], [0.4, -0.4, 0.2], [-0.6, 0.3, -0.3], [0.5, -0.4, 0.5], [0.0, 0.3, -0.1], [-0.3, 0.0, 0.0], [-0.3, 0.0, -0.1], [0.0, 0.1, 0.0], [0.1, 0.0, -0.1], [0.0, 0.0, 0.0], [0.0, 0.0, 0.0], [0.0, 0.1, -0.1], [0.1, -0.1, -0.1], [0.1, 0.0, 0.1], [0.0, 0.1, 0.0], [0.0, -0.1, 0.1], [0.0, 0.1, -0.1], [0.0, 0.0, 0.0], [0.0, 0.0, -0.1], [0.0, 0.0, 0.0], [0.0, 0.0, 0.0], [0.0, 0.0, 0.0], [0.0, 0.1, -0.1], [0.0, 0.0, 0.0], [-0.1, 0.0, 0.0], [0.0, 0.0, 0.0], [0.0, 0.0, 0.0], [0.0, 0.0, 0.1], [0.0, 0.0, 0.0], [-0.1, 0.0, 0.0], [0.0, 0.1, 0.0], [0.0, 0.0, 0.0], [0.0, 0.0, 0.0], [0.0, 0.0, 0.0], [0.0, 0.0, 0.0], [0.1, 0.0, 0.0], [0.0, -0.1, 0.0], [0.0, 0.0, 0.0], [0.0, 0.0, 0.0], [0.0, 0.0, 0.0], [0.0, 0.0, 0.0], [0.0, 0.0, 0.0], [-0.1, 0.0, 0.0], [0.0, 0.0, 0.0], [0.0, 0.0, 0.0], [0.0, 0.0, -0.1], [0.0, 0.0, 0.0], [0.0, 0.0, 0.0], [0.0, -0.1, -0.1], [0.0, 0.0, 0.0], [0.0, 0.0, 0.0], [0.0, 0.0, 0.0], [0.0, 0.0, 0.1], [0.0, 0.0, 0.0]]}